# C4H9N2O3

A cluster of 2 separate species, C4H9N2O3 in total (wB97M-V/def2-TZVPD, the Open Molecules 2025 dataset).

Calculated values
M = 133.13 g/mol
charge = +1
HOMO = -13.88 eV
E_LUMO = -3.86 eV
E = -13409.9171 eV
energy above the lowest of the compared OMol25 structures with the same formula, charge and spin = 0.000 eV

Last column: Löwdin charge in e.
Cartesian coordinates (Å):
C -0.534 -0.533 -1.585  -0.078
C -2.477 0.633 -1.095  -0.609
C 1.892 0.830 1.248  -0.040
C 0.441 0.670 1.511  -0.261
N 0.219 -1.595 -1.742  0.236
N -1.892 -0.587 -1.461  0.176
O -1.835 1.625 -1.229  0.145
O -3.726 0.460 -0.741  0.176
O -0.417 0.174 0.820  0.029
H -0.028 0.453 -1.546  0.174
H 2.447 0.049 0.602  0.107
H 2.020 1.880 0.819  0.126
H 2.419 0.645 2.156  0.066
H 0.179 0.975 2.482  0.112
H 1.162 -1.530 -1.707  0.092
H -0.224 -2.530 -1.626  0.174
H -2.454 -1.434 -1.494  0.185
H -4.221 1.302 -0.970  0.191

***

# H28NO16S

A cluster of 14 separate species, H28NO16S in total (wB97M-V/def2-TZVPD, the Open Molecules 2025 dataset).

Calculated values
M = 330.28 g/mol
charge = -1
HOMO = -6.57 eV
E_LUMO = 1.41 eV
E = -45539.4214 eV
energy above the lowest of the compared OMol25 structures with the same formula, charge and spin = 2.012 eV

Last column: Löwdin charge in e.
Cartesian coordinates (Å):
N -8.346 -12.152 45.967  0.397
H -7.566 -11.531 46.202  0.159
H -8.749 -12.758 46.599  0.125
H -8.011 -12.522 45.188  0.067
H -8.993 -11.478 45.642  0.143
S -3.731 -12.405 45.908  0.462
O -2.697 -13.410 45.917  -0.331
O -3.082 -11.206 46.357  -0.329
O -4.253 -12.109 44.556  -0.352
O -4.908 -12.763 46.751  -0.352
O -6.520 -12.224 48.654  -0.147
H -6.215 -11.511 49.377  0.122
H -5.959 -12.297 47.858  -0.057
O -1.295 -10.796 48.156  -0.130
H -2.185 -11.186 47.578  0.084
H -0.668 -10.766 47.523  -0.084
O -6.188 -10.448 43.778  -0.021
H -5.517 -10.990 44.072  -0.076
H -5.772 -9.797 43.246  0.026
O -5.932 -13.964 42.909  -0.086
H -6.487 -14.408 43.524  -0.036
H -5.532 -13.176 43.453  0.048
O -0.224 -13.027 46.561  -0.210
H -1.163 -13.000 46.046  0.049
H 0.313 -13.996 46.499  0.131
O -2.624 -14.398 43.470  -0.089
H -3.323 -13.811 43.200  -0.040
H -2.483 -14.064 44.398  0.000
O -2.897 -9.474 44.191  -0.007
H -2.776 -10.152 44.706  -0.115
H -2.610 -8.768 44.864  0.097
O -2.190 -14.941 47.786  -0.061
H -2.436 -14.355 47.025  -0.017
H -1.312 -14.931 48.132  0.042
O -3.983 -9.303 47.601  -0.082
H -3.298 -8.621 47.564  0.029
H -3.594 -9.926 46.980  -0.072
O -4.672 -14.937 48.623  -0.137
H -3.693 -14.926 48.193  0.031
H -5.018 -14.412 47.912  -0.070
O -6.615 -14.673 45.790  -0.119
H -5.982 -14.080 46.355  0.034
H -6.378 -15.623 45.727  0.071
O -3.255 -12.097 42.302  -0.044
H -2.654 -11.407 42.090  0.026
H -3.517 -12.058 43.205  -0.077

***

# C5H11NO

A cluster of 2 separate species, C5H11NO in total (wB97M-V/def2-TZVPD, the Open Molecules 2025 dataset).

Calculated values
M = 101.15 g/mol
charge = +1
multiplicity = 2
HOMO (alpha / beta) = -13.97 / -14.58 eV
E_LUMO (alpha / beta) = -4.65 / -7.03 eV
E = -8891.8752 eV
<S²> = 0.7653
energy above the lowest of the compared OMol25 structures with the same formula, charge and spin = 1.461 eV

Last column: Löwdin charge in e.
Cartesian coordinates (Å):
C -0.653 0.107 2.532  -0.040
N -1.667 -0.799 -0.167  0.239
C -0.377 -0.462 0.022  -0.273
C 0.141 -0.077 1.290  0.023
C 0.719 -1.503 -2.047  0.131
C 0.571 -0.572 -1.070  -0.100
H -1.659 0.482 2.393  0.091
H -0.767 -0.878 3.006  0.116
H -0.082 0.732 3.218  0.100
H -2.152 -1.069 0.678  0.134
H -1.763 -1.315 -1.037  0.134
H 1.227 -0.056 1.287  0.138
H 0.103 -2.400 -2.047  0.084
H 1.200 -1.147 -2.949  0.095
H 1.451 0.053 -0.925  0.109
H 1.031 3.387 -1.056  0.057
H 0.586 2.206 -0.190  -0.005
O 1.325 2.560 -0.665  -0.034

***

# C5H7NO

The molecule C5H7NO (wB97M-V/def2-TZVPD, the Open Molecules 2025 dataset).

Calculated values
M = 97.12 g/mol
SMILES = [H]/N=C1\OC[C@H]2C[C@@H]12
HOMO = -9.10 eV
E_LUMO = 0.98 eV
E = -8833.6955 eV
energy above the lowest of the compared OMol25 structures with the same formula, charge and spin = 2.507 eV

Last column: Löwdin charge in e.
Cartesian coordinates (Å):
N -1.216 0.615 1.940  0.146
C -0.744 -0.025 0.957  -0.478
O -1.405 -0.322 -0.221  -0.031
C -0.474 -0.786 -1.220  -0.119
C 0.908 -0.403 -0.703  -0.207
C 0.847 0.951 -0.098  -0.054
C 0.680 -0.342 0.755  -0.107
H -2.226 0.652 1.890  0.053
H -0.714 -0.295 -2.166  0.128
H -0.585 -1.871 -1.323  0.129
H 1.821 -0.712 -1.193  0.143
H 0.019 1.550 -0.481  0.131
H 1.603 1.525 0.399  0.112
H 1.485 -0.537 1.465  0.154

***

# C11H8Br2N2O2S

The molecule C11H8Br2N2O2S (wB97M-V/def2-TZVPD, the Open Molecules 2025 dataset).

Calculated values
M = 392.07 g/mol
SMILES = C/C(Br)=C(/Br)c1c(CC(=O)O)ccc2nsnc12
HOMO = -8.75 eV
E_LUMO = -2.06 eV
E = -169518.8459 eV

Last column: Löwdin charge in e.
Cartesian coordinates (Å):
C 1.699 -1.851 -1.307  -0.140
C 2.320 -1.362 0.130  -0.631
Br 4.239 -1.782 0.556  0.587
C 1.415 -0.610 1.084  -0.597
Br 2.085 -0.015 2.903  0.580
C -0.122 -0.321 0.536  -0.078
C -0.453 0.831 -0.613  -0.086
C 0.700 1.818 -1.277  -0.063
C 1.380 2.623 0.022  -0.277
O 2.694 2.545 0.280  -0.033
O 0.398 3.371 0.866  -0.023
C -2.014 1.041 -1.109  0.003
C -3.188 0.074 -0.447  0.003
C -2.862 -1.064 0.699  -0.232
N -3.756 -2.043 1.432  -0.279
S -2.687 -2.909 2.558  0.869
N -1.046 -2.290 2.290  -0.248
C -1.314 -1.251 1.206  -0.208
H 0.687 -2.443 -1.085  0.103
H 1.451 -0.924 -2.005  0.072
H 2.467 -2.510 -1.930  0.089
H 1.563 1.245 -1.821  0.115
H 0.251 2.607 -2.042  0.136
H 0.708 3.159 1.814  0.133
H -2.305 1.858 -1.913  0.104
H -4.310 0.204 -0.826  0.101

***

# C18H45BBrIN4O7Si2

A cluster of 5 separate species, C18H45BBrIN4O7Si2 in total (wB97M-V/def2-TZVPD, the Open Molecules 2025 dataset).

Calculated values
M = 703.37 g/mol
SMILES = CB(O)[Si@@](I)(C[C@@H](C)Br)O[SiH2]CCO.CNC(C)=O.CNC(C)=O.CNC(C)=O.CNC(C)=O
HOMO = -9.01 eV
E_LUMO = 0.24 eV
E = -134270.3802 eV

Last column: Löwdin charge in e.
Cartesian coordinates (Å):
C -0.962 3.894 -1.727  -0.086
B -1.469 2.805 -2.740  -0.587
O -1.675 3.120 -4.050  0.067
Si -1.841 0.857 -2.192  0.117
I -1.561 0.783 0.273  0.622
C -3.604 0.239 -2.400  -0.349
C -4.320 0.427 -3.739  -0.769
C -5.029 1.763 -3.867  -0.149
Br -3.137 0.177 -5.281  0.726
O -0.721 -0.116 -2.881  -0.475
Si -0.494 -1.780 -2.955  0.557
C -0.130 -2.487 -1.269  -0.292
C -1.323 -3.054 -0.511  -0.330
O -1.615 -4.344 -1.055  -0.098
H -0.444 4.703 -2.252  0.063
H -0.307 3.490 -0.954  0.029
H -1.814 4.344 -1.201  0.073
H -1.862 4.050 -4.208  0.108
H -3.648 -0.813 -2.101  0.073
H -4.178 0.788 -1.646  0.066
H -5.046 -0.374 -3.861  0.079
H -5.640 1.939 -2.978  0.084
H -5.681 1.771 -4.739  0.075
H -4.313 2.578 -3.984  0.062
H -1.694 -2.424 -3.537  -0.003
H 0.643 -1.976 -3.861  -0.007
H 0.404 -1.763 -0.650  0.061
H 0.565 -3.316 -1.443  0.086
H -1.091 -3.143 0.556  0.114
H -2.207 -2.409 -0.584  0.081
H -2.558 -4.504 -1.017  0.087
C 0.193 0.738 6.282  -0.013
C -0.268 0.458 4.872  -0.548
O -1.260 -0.210 4.631  0.021
N 0.472 0.986 3.857  0.007
C 1.665 1.795 3.954  -0.082
H -0.500 0.239 6.954  0.082
H 1.201 0.360 6.455  0.084
H 0.209 1.805 6.499  0.069
H 0.114 0.759 2.942  0.067
H 1.514 2.772 3.484  0.078
H 2.510 1.313 3.456  0.084
H 1.928 1.954 4.996  0.044
C 4.483 0.622 -2.938  -0.011
C 3.056 0.144 -2.789  -0.538
O 2.789 -1.017 -2.522  0.018
N 2.061 1.053 -2.973  0.030
C 2.178 2.455 -3.294  -0.065
H 5.134 -0.229 -2.764  0.081
H 4.665 1.014 -3.939  0.083
H 4.714 1.406 -2.217  0.082
H 1.132 0.660 -2.883  0.088
H 1.718 3.078 -2.522  0.074
H 1.696 2.685 -4.247  0.092
H 3.224 2.737 -3.371  0.073
C -1.305 -8.320 -4.645  -0.017
C -1.040 -6.984 -3.979  -0.553
O -0.885 -5.969 -4.636  0.031
N -0.984 -6.960 -2.622  0.011
C -1.147 -8.065 -1.707  -0.082
H -1.317 -8.154 -5.717  0.079
H -0.527 -9.045 -4.402  0.081
H -2.265 -8.736 -4.335  0.080
H -0.817 -6.044 -2.226  0.107
H -1.988 -7.897 -1.030  0.081
H -0.252 -8.210 -1.098  0.083
H -1.334 -8.985 -2.253  0.067
C 3.443 4.315 8.734  -0.008
C 2.766 3.970 7.428  -0.532
O 2.417 2.829 7.171  0.024
N 2.555 4.978 6.541  0.013
C 2.899 6.376 6.678  -0.077
H 3.528 3.400 9.312  0.083
H 4.438 4.728 8.567  0.085
H 2.862 5.044 9.300  0.085
H 2.098 4.683 5.692  0.135
H 2.010 7.007 6.628  0.084
H 3.587 6.691 5.891  0.084
H 3.381 6.548 7.635  0.071